[1]
C4H13N2 | ωB97M-V with the def2-TZVPD basis set

Output
net charge: +1
orbital gap: 8.25 eV
E_tot: -7331.446 eV

Cartesian coordinates (Å):
C (0.853, 0.929, -2.915)
C (0.815, 1.163, -1.421)
C (-1.085, 0.394, -0.069)
N (-0.070, 0.142, -0.773)
H (1.282, -0.035, -3.183)
H (-0.123, 1.077, -3.370)
H (1.514, 1.679, -3.353)
H (1.784, 0.999, -0.951)
H (0.375, 2.125, -1.174)
H (-1.729, -0.354, 0.377)
H (-1.306, 1.433, 0.157)
H (0.225, -0.817, -0.949)
C (-0.668, -1.723, 2.444)
N (0.334, -0.655, 2.389)
H (-1.640, -1.433, 2.857)
H (-0.289, -2.527, 3.070)
H (-0.854, -2.164, 1.463)
H (-0.042, 0.225, 2.060)
H (0.624, -0.457, 3.340)

---

[2]
C7H16BF2NS | ωB97M-V with the def2-TZVPD basis set

Output
SMILES: C/B=N/CC(C)(F)F.CCCS
orbital gap: 9.33 eV
E_tot: -25953.927 eV

Cartesian coordinates (Å):
C (-0.299, -2.571, 0.689)
B (-1.135, -1.211, 0.562)
N (-2.012, -0.335, 0.490)
C (-2.703, 0.852, 0.097)
C (-4.132, 0.507, -0.339)
C (-4.712, -0.663, 0.502)
F (-4.961, 1.548, -0.340)
F (-3.946, 0.157, -1.638)
H (0.510, -2.395, 1.422)
H (-0.133, -2.916, -0.306)
H (-0.950, -3.325, 1.136)
H (-2.060, 1.333, -0.710)
H (-2.512, 1.494, 0.964)
H (-5.823, -0.460, 0.446)
H (-4.289, -1.696, 0.214)
H (-4.460, -0.597, 1.504)
C (4.568, 1.925, 0.533)
C (3.623, 0.783, 0.117)
C (3.630, 0.387, -1.428)
S (2.380, -0.922, -1.906)
H (4.491, 2.676, -0.400)
H (4.084, 2.298, 1.495)
H (5.536, 1.563, 0.691)
H (2.529, 1.070, 0.344)
H (3.813, -0.202, 0.652)
H (3.056, 1.270, -1.994)
H (4.498, 0.053, -1.823)
H (1.411, -0.624, -0.976)

---

[3]
C2H5N2O | ωB97M-V with the def2-TZVPD basis set

Output
net charge: +1
orbital gap: 12.27 eV
E_tot: -7176.032 eV

Cartesian coordinates (Å):
C (3.738, -0.433, -0.222)
C (-0.477, 0.368, 0.187)
N (0.684, 1.015, 0.042)
N (-0.571, -0.946, 0.075)
O (4.839, -0.700, -0.350)
H (-1.466, 0.803, 0.310)
H (0.820, 1.952, 0.330)
H (1.518, 0.538, -0.126)
H (-1.532, -1.288, -0.022)
H (0.199, -1.509, -0.269)

---

[4]
C19H43N2O2P3Pt | ωB97M-V with the def2-TZVPD basis set

Output
net charge: +4
spin multiplicity: 5
orbital gap (spin up / spin down): 8.13 / 2.77 eV
E_tot: -58547.075 eV
⟨S²⟩: 6.025

Cartesian coordinates (Å):
Pt (0.451, 0.101, 0.612)
P (2.041, 0.961, 2.129)
P (-0.478, 2.016, -0.117)
P (2.157, -0.635, -0.840)
H (-1.445, -1.897, 0.924)
C (-0.384, -1.961, 0.657)
C (0.548, -1.834, 1.734)
H (0.149, -1.685, 2.744)
C (1.384, 1.126, 3.810)
C (2.711, 2.597, 1.705)
C (3.485, -0.124, 2.352)
C (-2.005, 1.553, -0.967)
C (-1.081, 3.161, 1.144)
C (0.525, 2.957, -1.289)
C (2.928, -2.238, -0.484)
C (3.465, 0.543, -1.292)
C (1.415, -1.021, -2.424)
H (-0.123, -2.489, -0.268)
H (1.520, -2.324, 1.683)
H (1.044, 0.140, 4.151)
H (0.544, 1.832, 3.806)
H (2.164, 1.492, 4.493)
H (1.905, 3.342, 1.665)
H (3.242, 2.555, 0.745)
H (3.423, 2.895, 2.487)
H (3.157, -1.119, 2.675)
H (4.122, 0.308, 3.136)
H (4.075, -0.207, 1.432)
H (-2.219, 2.326, -1.721)
H (-2.809, 1.509, -0.221)
H (-1.918, 0.547, -1.401)
H (-1.428, 4.066, 0.633)
H (-0.307, 3.431, 1.869)
H (-1.920, 2.692, 1.671)
H (-0.072, 3.817, -1.615)
H (0.777, 2.339, -2.159)
H (1.449, 3.321, -0.823)
H (3.424, -2.543, -1.416)
H (2.159, -2.972, -0.221)
H (3.658, -2.145, 0.325)
H (3.991, 0.112, -2.154)
H (4.169, 0.677, -0.466)
H (3.043, 1.515, -1.576)
H (2.155, -1.461, -3.105)
H (0.982, -0.121, -2.865)
H (0.596, -1.720, -2.233)
C (-1.576, -1.404, -4.249)
C (-2.802, -1.156, -4.877)
C (-3.307, -2.143, -5.722)
C (-2.601, -3.336, -5.945)
C (-1.348, -3.535, -5.348)
C (-0.820, -2.554, -4.504)
O (-1.049, -0.524, -3.338)
H (-1.598, 0.260, -3.150)
H (-3.300, -0.211, -4.678)
H (-4.250, -1.974, -6.237)
H (-3.024, -4.106, -6.601)
H (-0.768, -4.446, -5.534)
H (0.146, -2.660, -4.011)
C (-2.281, 0.684, 5.665)
N (-3.046, 0.224, 4.532)
C (-2.545, 0.142, 3.269)
N (-3.444, -0.328, 2.332)
O (-1.391, 0.493, 2.937)
H (-1.243, 0.802, 5.351)
H (-2.335, -0.041, 6.481)
H (-2.662, 1.641, 6.035)
H (-4.028, 0.000, 4.650)
H (-3.079, -0.510, 1.407)
H (-4.322, -0.753, 2.610)

---

Question: Among the records above, which one has the lowest E_tot?
Answer: C19H43N2O2P3Pt